DFT (wB97M-V/def2-TZVPD) results for 2 unconnected molecules or ions with the total composition C2HCl3S.

Results
**Total charge**: 0
**Multiplicity**: 1
**Gap between HOMO and LUMO (spin up / spin down)**: 0.2775 / 0.2775 hartree

Structure (XYZ):
```
7
C2HCl3S wB97M-V/def2-TZVPD
C -1.260 -0.436 0.219
C 1.033 0.156 -0.111
S -1.818 -1.875 -0.082
Cl -1.931 1.036 0.566
Cl 1.180 1.569 0.832
Cl 1.347 0.278 -1.783
H 1.449 -0.729 0.358
```

DFT (wB97M-V/def2-TZVPD) results for a gas-phase ion, C5H11N2O2 (charge +1).

Results
**Total charge**: +1
**Multiplicity**: 1
**Gap between HOMO and LUMO**: 0.3476 hartree
**SMILES**: C/C(C/[NH+]=C/O)=C(/N)O

Structure (XYZ):
```
20
C5H11N2O2 wB97M-V/def2-TZVPD
C 1.115 2.183 0.223
C 0.487 0.837 0.080
C 0.087 0.146 1.427
N -0.914 -0.885 1.264
C -0.576 -1.918 0.491
O -1.536 -2.837 0.245
C 0.311 0.267 -1.143
N -0.294 -0.993 -1.330
O 0.598 1.005 -2.233
H 0.677 2.844 -0.614
H 2.270 2.289 0.049
H 0.829 2.557 1.166
H 0.943 -0.145 1.816
H -0.231 0.880 2.149
H -1.941 -0.637 1.180
H 0.440 -2.219 0.483
H -2.478 -2.587 0.546
H -1.085 -1.074 -2.007
H 0.422 -1.584 -1.850
H 0.876 1.870 -1.940
```

- Which value of multiplicity does entry 1 give?
  1